DFT (ωB97M-V with the def2-TZVPD basis set) results for C5H8O2S2 in the gas phase in a non-equilibrium geometry.

Results
* E: -1142.08077 hartree
* LUMO: 0.169 eV
* F_max: 5.1 eV/Å
* net charge: 0
* energy above the lowest of the compared OMol25 structures with the same formula, charge and spin: 156.7 kJ/mol

Geometry as XYZ:
```
17
Properties=species:S:1:pos:R:3:forces:R:3
C -1.192 -0.466 0.922 0.991 -0.064 -0.542
C 0.360 1.481 -0.027 -3.066 -0.229 2.063
C 0.088 -0.662 -1.431 -0.134 4.585 2.268
C 0.124 -0.024 0.246 1.412 0.120 -3.624
C 1.306 -0.572 1.053 -0.478 -0.577 -1.257
O -1.966 0.283 1.422 -0.151 0.250 0.948
O -2.496 -0.368 -1.044 -0.026 -0.061 -0.387
S -0.703 2.143 -1.411 0.401 -1.743 0.855
S -1.455 0.133 -1.957 0.405 0.082 -0.787
H -1.242 -1.591 0.966 -0.271 0.551 0.113
H -0.006 1.836 0.962 -0.131 0.783 -0.714
H 1.356 1.827 -0.070 1.224 -0.189 -0.630
H 0.858 -0.311 -2.162 -0.221 -0.290 1.142
H 0.094 -1.644 -1.190 -0.571 -3.418 -0.336
H 2.044 -0.910 0.341 0.338 -0.523 0.054
H 1.040 -1.328 1.771 -0.159 -0.642 -0.003
H 1.789 0.174 1.610 0.438 1.366 0.839
```
Positions in Å, forces in eV/Å.

DFT (ωB97M-V with the def2-TZVPD basis set) results for C5H8O3 in the gas phase in a non-equilibrium geometry.

Results
* E: -420.94662 hartree
* LUMO: 0.920 eV
* F_max: 2.6 eV/Å
* SMILES string: OC1COC=COC1
* net charge: 0
* energy above the lowest of the compared OMol25 structures with the same formula, charge and spin: 287.4 kJ/mol

Geometry as XYZ:
```
16
Properties=species:S:1:pos:R:3:forces:R:3
C -0.602 1.207 0.014 -1.259 0.489 -0.042
C 0.292 0.748 -1.134 -0.702 -2.255 1.122
C 0.885 -1.564 -0.657 0.972 -0.399 -1.018
C 0.641 -1.701 0.635 -0.715 0.582 0.311
C -0.211 0.600 1.337 -1.143 -1.878 -0.985
H -2.022 -0.010 -0.686 0.000 1.785 0.980
H -0.429 2.328 0.045 -0.707 -1.057 0.131
H 1.344 0.861 -0.890 0.108 0.503 -0.193
H -0.074 1.283 -1.971 0.187 0.244 -1.208
H 1.716 -2.103 -1.182 -1.215 0.251 0.358
H 0.797 -2.632 1.189 0.657 0.656 0.086
H -0.941 0.748 2.143 0.351 0.518 -0.369
H 0.762 0.883 1.574 1.761 0.796 0.766
O -2.039 0.903 -0.245 2.154 -1.079 -0.917
O 0.108 -0.715 -1.409 0.550 1.905 -0.139
O -0.227 -0.838 1.238 -0.999 -1.062 1.118
```
Positions in Å, forces in eV/Å.